# 1
# C7H11N2O2

A cluster of 2 separate species, C7H11N2O2 in total in a non-equilibrium geometry (ωB97M-V/def2-TZVPD, the Open Molecules 2025 dataset).

Geometry as XYZ:
```
22
C7H11N2O2 ωB97M-V/def2-TZVPD
C 1.51 0.73 0.54
C 2.40 1.30 1.52
C 1.20 1.74 -0.44
O 1.74 1.96 -1.49
O 0.49 2.83 0.16
H 1.76 -0.30 0.13
H 0.42 0.44 0.95
H 2.23 2.08 2.24
H 3.20 1.90 0.79
H 2.61 0.48 2.15
C -1.06 -1.94 -2.19
C -2.94 -1.47 -0.21
C -1.58 -1.66 -0.68
C -1.45 -1.01 1.40
N -2.80 -1.02 1.16
N -0.66 -1.44 0.30
H -3.69 -1.31 -0.95
H 0.59 3.67 -0.41
H -1.58 -1.26 -2.79
H -1.22 -2.99 -2.36
H -1.21 -0.83 2.50
H 0.07 -1.88 -2.33
```

Its charge is -1. The energy relative to the best compared isomer or geometry (same formula, charge and spin) comes out at 87.50 kcal/mol. The maximum force comes out at 6.8 eV Å⁻¹. For the HOMO-LUMO gap, the calculation gives 6.35 eV.

# 2
# C7H11N2O2

A cluster of 2 separate species, C7H11N2O2 in total in a non-equilibrium geometry (ωB97M-V/def2-TZVPD, the Open Molecules 2025 dataset).

Geometry as XYZ:
```
22
C7H11N2O2 ωB97M-V/def2-TZVPD
C 1.60 1.85 0.65
C 1.00 1.02 1.78
C 2.01 0.91 -0.54
O 2.84 0.03 -0.28
O 1.41 1.13 -1.63
H 0.84 2.51 0.23
H 2.48 2.47 0.86
H 0.02 0.64 1.50
H 0.90 1.58 2.72
H 1.65 0.16 1.95
C -2.76 -1.14 1.64
C -0.31 -1.24 -0.91
C -2.04 -1.07 0.33
C -2.12 -0.07 -0.58
N -0.90 -1.81 0.10
N -1.05 -0.21 -1.46
H 0.62 -1.55 -1.37
H -0.47 0.52 -1.88
H -2.85 0.70 -0.70
H -2.09 -0.74 2.40
H -2.99 -2.16 1.95
H -3.65 -0.53 1.74
```

Its charge is -1. The energy relative to the best compared isomer or geometry (same formula, charge and spin) comes out at 9.28 kcal/mol. The maximum force comes out at 1.9 eV Å⁻¹. For the HOMO-LUMO gap, the calculation gives 8.07 eV.

# 3
# C7H11N2O2

A cluster of 2 separate species, C7H11N2O2 in total in a non-equilibrium geometry (ωB97M-V/def2-TZVPD, the Open Molecules 2025 dataset).

Geometry as XYZ:
```
22
C7H11N2O2 ωB97M-V/def2-TZVPD
C -2.78 0.07 -0.98
C -1.96 -0.23 -2.26
O -2.33 -1.24 -2.91
O -1.05 0.58 -2.52
H -3.55 0.80 -1.23
H -2.14 0.48 -0.20
H -3.25 -0.81 -0.55
C 0.03 -0.39 2.38
C 0.07 -1.92 2.43
C 1.01 0.22 1.45
C 2.05 1.05 1.77
C 1.95 0.72 -0.41
N 0.96 0.04 0.10
N 2.65 1.37 0.56
H -0.99 -0.08 2.15
H 0.20 -0.02 3.40
H 1.09 -2.28 2.27
H 2.40 1.51 2.67
H 1.99 0.97 -1.45
H 3.23 2.18 0.47
H -0.44 -2.38 1.57
H -0.40 -2.33 3.31
```

Its charge is -1. The energy relative to the best compared isomer or geometry (same formula, charge and spin) comes out at 28.02 kcal/mol. The maximum force comes out at 1.1 eV Å⁻¹. For the HOMO-LUMO gap, the calculation gives 6.53 eV.

# 4
# C7H11N2O3

A cluster of 2 separate species, C7H11N2O3 in total in a non-equilibrium geometry (ωB97M-V/def2-TZVPD, the Open Molecules 2025 dataset).

Geometry as XYZ:
```
23
C7H11N2O3 ωB97M-V/def2-TZVPD
C -1.09 -1.16 1.64
C -0.14 -1.44 0.69
C -1.26 0.50 -0.06
C -1.69 -0.48 -2.09
C 1.91 0.91 1.29
C -0.24 -0.78 -1.64
C 1.77 0.88 -0.15
N -1.71 0.03 1.31
N -0.11 -0.43 -0.26
O -2.18 0.30 -1.05
O -2.26 -0.98 -3.02
O 1.52 1.74 -1.10
H -1.42 -1.80 2.52
H 0.57 -2.17 0.57
H -1.00 1.49 0.06
H 1.32 0.11 1.74
H 2.91 0.64 1.49
H 1.59 1.78 1.78
H 0.44 -0.24 -2.30
H -0.01 -1.76 -1.80
H 2.31 -0.09 -0.54
H -2.72 0.27 1.75
H 1.51 2.66 -0.81
```

Its charge is +1. The energy relative to the best compared isomer or geometry (same formula, charge and spin) comes out at 58.36 kcal/mol. The maximum force comes out at 4.7 eV Å⁻¹. For the HOMO-LUMO gap (spin up / spin down), the calculation gives 7.61 / 7.61 eV.

# 5
# C7H11N2OS

A structure of composition C7H11N2OS in a non-equilibrium geometry (ωB97M-V/def2-TZVPD, the Open Molecules 2025 dataset).

Geometry as XYZ:
```
22
C7H11N2OS ωB97M-V/def2-TZVPD
C -2.87 -1.15 -0.55
C -3.15 -0.62 0.78
C -1.80 -0.74 -1.28
C -2.84 0.66 1.11
C 0.60 0.09 0.08
C -1.04 0.50 -0.85
C 4.12 0.67 -0.06
N 0.48 -0.86 0.93
N 1.82 0.41 -0.28
O 2.92 0.24 0.52
S -1.93 1.67 0.11
H -3.53 -1.96 -0.84
H -3.89 -1.05 1.45
H -1.36 -1.14 -2.18
H -3.24 1.22 1.91
H -0.63 0.94 -1.78
H 4.83 0.83 0.77
H 4.01 1.70 -0.52
H 4.70 0.08 -0.70
H -0.49 -1.12 1.12
H 1.21 -1.40 1.30
H 2.08 1.04 -1.05
```

Its charge is +1. The energy relative to the best compared isomer or geometry (same formula, charge and spin) comes out at 81.49 kcal/mol. The maximum force comes out at 3.5 eV Å⁻¹. For the HOMO-LUMO gap, the calculation gives 8.56 eV.

# 6
# C7H11N2S

A cluster of 2 separate species, C7H11N2S in total in a non-equilibrium geometry (ωB97M-V/def2-TZVPD, the Open Molecules 2025 dataset).

Geometry as XYZ:
```
21
C7H11N2S ωB97M-V/def2-TZVPD
C -1.14 2.07 -1.28
C 0.58 -0.56 0.72
C -0.40 2.86 -1.78
C 0.69 3.58 -2.34
C -0.87 -2.47 0.39
C 0.13 -1.04 -1.66
C -0.33 -1.14 -0.17
N 1.31 0.40 0.77
N 2.20 1.17 1.15
S -2.45 1.37 -0.66
H 1.53 3.85 -1.63
H 1.21 3.01 -3.12
H 0.49 4.60 -2.78
H -1.24 -2.19 1.35
H 0.02 -3.20 0.41
H -1.60 -2.99 -0.11
H 1.01 -1.69 -1.76
H 0.29 -0.03 -2.02
H -0.72 -1.39 -2.18
H -1.26 -0.63 -0.20
H 1.84 2.08 1.45
```

Its charge is -1. The energy relative to the best compared isomer or geometry (same formula, charge and spin) comes out at 84.43 kcal/mol. The maximum force comes out at 4.3 eV Å⁻¹. For the HOMO-LUMO gap, the calculation gives 6.27 eV.

# 7
# C7H11N3

A cluster of 2 separate species, C7H11N3 in total in a non-equilibrium geometry (ωB97M-V/def2-TZVPD, the Open Molecules 2025 dataset).

Geometry as XYZ:
```
21
C7H11N3 ωB97M-V/def2-TZVPD
C 0.69 3.02 -2.36
C -0.38 2.95 -1.49
C 1.64 2.01 -2.39
C -0.48 1.84 -0.65
C 1.46 0.93 -1.52
C 0.19 -1.25 0.68
C -1.44 -1.99 2.33
N 0.43 0.90 -0.72
N -0.98 -1.25 1.15
N 1.27 -1.92 0.63
H 0.78 3.87 -3.03
H -1.14 3.72 -1.44
H 2.49 2.03 -3.05
H -1.29 1.75 0.05
H 2.17 0.12 -1.50
H -1.29 -3.06 2.19
H -0.91 -1.67 3.23
H -2.50 -1.79 2.47
H -1.68 -0.63 0.73
H 2.16 -1.48 0.40
H 1.31 -2.94 0.75
```

Its charge is +2. The energy relative to the best compared isomer or geometry (same formula, charge and spin) comes out at 75.00 kcal/mol. The maximum force comes out at 2.1 eV Å⁻¹. For the HOMO-LUMO gap (spin up / spin down), the calculation gives 7.07 / 6.43 eV.

# 8
# C7H11N3O2S

The molecule C7H11N3O2S in a non-equilibrium geometry (ωB97M-V/def2-TZVPD, the Open Molecules 2025 dataset).

Geometry as XYZ:
```
24
C7H11N3O2S ωB97M-V/def2-TZVPD
C 1.57 2.74 2.06
C 0.66 3.22 1.07
C 1.52 1.41 2.45
C -0.16 2.34 0.36
C 0.57 0.61 1.94
C -0.18 1.04 0.82
C -0.39 -2.96 -1.91
N -1.58 0.46 -1.03
N -0.67 -1.18 0.29
N -1.05 0.14 0.21
O 1.48 -2.62 -0.08
O 0.90 -0.81 -1.60
S 0.48 -1.88 -0.75
H 2.33 3.45 2.49
H 0.88 4.22 0.59
H 2.15 1.23 3.37
H -1.03 2.52 -0.31
H 0.56 -0.46 2.15
H 0.33 -3.72 -2.11
H -1.37 -3.29 -1.48
H -0.74 -2.34 -2.68
H -0.84 0.10 -1.81
H -2.51 0.03 -1.26
H -1.28 -1.84 0.78
```

Its SMILES is CS(=O)(=O)NN(N)c1ccccc1. The energy relative to the best compared isomer or geometry (same formula, charge and spin) comes out at 68.22 kcal/mol. The maximum force comes out at 3.9 eV Å⁻¹. For the HOMO-LUMO gap, the calculation gives 8.40 eV.